Entry 1:
The following is a quantum chemistry calculation of a gas-phase ion, C6H8O5P (charge -1) in a non-equilibrium geometry, from the OMol25 dataset.

* total charge: -1
* spin multiplicity: 1
* total energy: -25878.8991 eV
* structure (SMILES): CO[P@@](=O)(O)[C@H]1C=C/C(=C\[O-])O1
* HOMO-LUMO gap: 5.96 eV

CARTESIAN COORDINATES (ANGSTROEM)
C1 -1.91 -2.25 0.11
O1 -2.49 -1.06 -0.32
P1 -1.82 0.34 0.09
O2 -2.84 1.36 0.29
O3 -1.10 -0.06 1.52
C2 -0.26 0.73 -0.91
C3 0.26 1.99 -0.38
C4 1.56 1.72 0.03
C5 1.87 0.38 -0.22
C6 3.10 -0.23 0.12
O4 3.94 0.43 0.79
O5 0.63 -0.32 -0.79
H1 -0.81 -2.03 -0.02
H2 -2.41 -3.04 -0.44
H3 -2.18 -2.54 1.11
H4 -0.13 -0.24 1.39
H5 -0.63 0.77 -1.95
H6 -0.47 2.80 -0.38
H7 2.31 2.34 0.41
H8 3.39 -1.10 -0.44



Entry 2:
The following is a quantum chemistry calculation of 2 unconnected molecules or ions with the total composition CH6OS in a non-equilibrium geometry, from the OMol25 dataset.

* total charge: 0
* spin multiplicity: 1
* total energy: -14016.0918 eV
* structure (SMILES): CS.O
* HOMO-LUMO gap: 9.72 eV

CARTESIAN COORDINATES (ANGSTROEM)
C1 -0.25 1.02 -0.54
S1 -1.83 1.65 -0.39
H1 0.51 1.70 -0.99
H2 0.20 0.59 0.32
H3 -0.33 0.17 -1.29
H4 -2.59 0.47 -0.32
O1 1.70 -2.13 1.12
H5 1.87 -1.28 1.17
H6 0.72 -2.19 0.91



Entry 3:
The following is a quantum chemistry calculation of C7H10N4O4 in the gas phase in a non-equilibrium geometry, from the OMol25 dataset.

* total charge: 0
* spin multiplicity: 1
* total energy: -21563.5772 eV
* HOMO-LUMO gap (alpha / beta): 7.91 / 7.91 eV

CARTESIAN COORDINATES (ANGSTROEM)
C1 -0.82 -1.54 -0.85
C2 -0.93 -0.39 1.21
C3 -0.78 0.88 -1.79
C4 0.90 0.88 0.00
C5 -1.63 -2.65 1.08
C6 1.41 1.76 -2.32
C7 -0.31 1.83 1.84
N1 -1.00 -1.47 0.45
N2 -0.93 -0.47 -1.56
N3 -0.16 0.68 0.87
N4 0.54 1.26 -1.26
O1 -0.46 -0.15 -2.83
O2 2.06 0.68 0.38
O3 0.72 1.84 2.78
O4 -0.24 3.01 1.10
H1 -0.85 -2.56 -1.28
H2 -1.30 -3.44 0.46
H3 -1.17 -2.80 2.11
H4 -2.73 -2.69 1.08
H5 1.02 2.71 -2.50
H6 2.50 1.79 -2.10
H7 1.21 1.11 -3.17
H8 -1.36 1.71 2.33
H9 1.51 1.80 2.17
H10 -0.97 3.00 0.47



Entry 4:
The following is a quantum chemistry calculation of C18H21N3OS in the gas phase, from the OMol25 dataset.

* total charge: 0
* spin multiplicity: 1
* total energy: -36360.0929 eV
* structure (SMILES): CC(C)c1ccc([C@@H]2CC(=O)N3CN(C)CSC3=C2C#N)cc1
* HOMO-LUMO gap: 8.87 eV

CARTESIAN COORDINATES (ANGSTROEM)
C1 1.97 -3.90 -1.12
C2 0.49 -4.12 -0.78
C3 0.35 -4.99 0.47
C4 -0.22 -2.80 -0.60
C5 0.17 -1.90 0.38
C6 -0.50 -0.70 0.54
C7 -1.56 -0.36 -0.27
C8 -2.30 0.97 -0.16
C9 -2.11 1.81 -1.43
C10 -0.68 2.29 -1.54
O1 -0.06 2.32 -2.58
N1 -0.13 2.78 -0.38
C11 1.20 3.38 -0.48
N2 1.96 3.33 0.73
C12 2.34 2.01 1.18
C13 1.42 4.17 1.72
S1 -0.35 3.73 2.19
C14 -0.80 2.68 0.84
C15 -1.83 1.81 1.00
C16 -2.47 1.66 2.23
N3 -3.02 1.49 3.23
C17 -1.97 -1.27 -1.24
C18 -1.31 -2.47 -1.40
H1 2.07 -3.26 -2.00
H2 2.49 -3.42 -0.29
H3 2.46 -4.85 -1.32
H4 0.03 -4.64 -1.62
H5 0.82 -4.52 1.33
H6 0.81 -5.96 0.31
H7 -0.71 -5.15 0.70
H8 0.99 -2.13 1.04
H9 -0.18 -0.02 1.33
H10 -3.36 0.75 -0.03
H11 -2.35 1.24 -2.33
H12 -2.75 2.69 -1.39
H13 1.10 4.42 -0.80
H14 1.72 2.83 -1.28
H15 3.11 2.11 1.94
H16 1.51 1.44 1.60
H17 2.75 1.46 0.33
H18 1.38 5.20 1.37
H19 1.98 4.11 2.65
H20 -2.82 -1.04 -1.87
H21 -1.64 -3.16 -2.16



Entry 5:
The following is a quantum chemistry calculation of C4H7NO2 in the gas phase in a non-equilibrium geometry, from the OMol25 dataset.

* total charge: 0
* spin multiplicity: 1
* total energy: -9845.7724 eV
* structure (SMILES): C[C@@H](C=O)C(N)=O
* HOMO-LUMO gap: 10.44 eV

CARTESIAN COORDINATES (ANGSTROEM)
C1 1.15 1.23 0.15
C2 0.19 -0.14 -0.33
C3 1.22 -1.22 -0.33
O1 2.38 -0.93 -0.25
C4 -1.13 -0.66 0.32
N1 -2.27 0.03 0.01
O2 -1.17 -1.65 1.03
H1 1.42 1.11 1.21
H2 2.10 1.46 -0.41
H3 0.46 2.06 0.00
H4 -0.05 0.18 -1.34
H5 0.91 -2.27 -0.41
H6 -2.20 0.94 -0.43
H7 -3.09 -0.14 0.57



Entry 6:
The following is a quantum chemistry calculation of C4H4O in the gas phase in a non-equilibrium geometry, from the OMol25 dataset.

* total charge: 0
* spin multiplicity: 1
* total energy: -6253.3507 eV
* HOMO-LUMO gap: 9.05 eV

CARTESIAN COORDINATES (ANGSTROEM)
C1 -1.24 -0.46 0.96
C2 -2.08 -0.12 1.80
C3 -0.41 -0.36 -0.26
C4 1.05 0.57 -0.35
O1 -0.51 -1.47 0.51
H1 -0.87 -0.37 -1.28
H2 1.51 0.22 -1.22
H3 1.83 0.47 0.42
H4 0.71 1.53 -0.58